# 1
A molecular structure, C3H5NO2 in a non-equilibrium geometry, computed with the ωB97M-V functional and the def2-TZVPD basis.

Calculated values
- Molar mass: 87.078 g mol⁻¹
- Spin multiplicity: 1
- E_LUMO: 0.8 eV
- DFT total energy: -8775.6058 eV
- Kohn-Sham gap: 11.22 eV
- F_max: 1.43 eV Å⁻¹
- ΔE to the lowest compared entry with this formula, charge and spin: 2.089 eV

Last column: natural (NBO) charge in e.
Element x y z (Å)
O (0.354, 1.516, 1.132)  -0.688
C (0.451, 0.610, 0.075)  0.002
C (1.016, -0.792, 0.294)  -0.086
O (-0.084, -1.320, -0.509)  -0.500
C (-0.772, -0.104, -0.435)  0.539
N (-1.936, 0.287, -0.701)  -0.683
H (-0.494, 1.380, 1.591)  0.486
H (0.986, 0.937, -0.855)  0.197
H (1.996, -0.967, -0.152)  0.185
H (1.006, -1.150, 1.328)  0.185
H (-2.538, -0.425, -1.111)  0.362

=====

# 2
A single C3H5NO2 molecule, computed with the ωB97M-V functional and the def2-TZVPD basis.

Calculated values
- Molar mass: 87.078 g mol⁻¹
- Spin multiplicity: 1
- E_LUMO: 0.5 eV
- DFT total energy: -8773.1448 eV
- Kohn-Sham gap: 9.56 eV
- F_max: 0.51 eV Å⁻¹
- ΔE to the lowest compared entry with this formula, charge and spin: 4.550 eV

Last column: natural (NBO) charge in e.
Element x y z (Å)
N (1.975, -0.703, -0.481)  -0.637
C (0.877, -0.749, -1.088)  0.400
C (-0.920, -0.370, 1.751)  0.087
O (-1.428, 0.113, 0.647)  -0.487
C (-0.530, 0.933, -0.121)  0.216
O (-0.107, 0.211, -1.226)  -0.527
H (2.142, 0.183, -0.006)  0.342
H (0.596, -1.631, -1.656)  0.165
H (-1.757, -1.009, 2.123)  0.079
H (-1.116, 1.769, -0.499)  0.187
H (0.268, 1.253, 0.556)  0.174

=====

# 3
3 unconnected molecules or ions with the total composition C3H5NO2 in a non-equilibrium geometry, computed with the ωB97M-V functional and the def2-TZVPD basis.

Calculated values
- Molar mass: 87.078 g mol⁻¹
- Spin multiplicity: 1
- SMILES: C#N.C=O.C=O
- E_LUMO: 0.5 eV
- DFT total energy: -8774.3955 eV
- Kohn-Sham gap: 10.62 eV
- F_max: 1.15 eV Å⁻¹
- ΔE to the lowest compared entry with this formula, charge and spin: 3.299 eV

Last column: natural (NBO) charge in e.
Element x y z (Å)
C (-1.607, 0.061, -1.475)  0.112
N (-1.925, 0.942, -0.800)  -0.373
H (-1.294, -0.757, -2.086)  0.252
C (1.481, -0.061, -0.479)  0.287
O (0.766, -0.848, -1.054)  -0.547
H (1.276, 1.026, -0.455)  0.133
H (2.366, -0.408, 0.077)  0.133
C (-0.226, -0.012, 1.618)  0.263
O (0.721, 0.470, 2.194)  -0.523
H (-1.027, 0.595, 1.152)  0.153
H (-0.311, -1.108, 1.467)  0.109

=====

# 4
A single C3H5NO2 molecule in a non-equilibrium geometry, computed with the ωB97M-V functional and the def2-TZVPD basis.

Calculated values
- Molar mass: 87.078 g mol⁻¹
- Spin multiplicity: 1
- SMILES: NC(=O)[C@@H]1CO1
- E_LUMO: 0.6 eV
- DFT total energy: -8772.6431 eV
- Kohn-Sham gap: 10.49 eV
- F_max: 10.36 eV Å⁻¹
- ΔE to the lowest compared entry with this formula, charge and spin: 5.052 eV

Last column: natural (NBO) charge in e.
Element x y z (Å)
N (-1.131, 0.998, 0.005)  -0.829
C (-1.136, -0.298, -0.020)  0.611
O (-2.218, -0.961, -0.151)  -0.603
C (0.293, -0.768, -0.192)  -0.048
C (1.289, -0.224, 0.558)  -0.092
O (1.228, -0.034, -0.874)  -0.467
H (-0.265, 1.551, -0.577)  0.419
H (-2.028, 1.771, -0.248)  0.425
H (0.367, -1.703, -0.195)  0.188
H (1.266, 0.486, 1.276)  0.199
H (2.336, -0.818, 0.419)  0.197

=====

# 5
A single C3H5NO2 molecule in a non-equilibrium geometry, computed with the ωB97M-V functional and the def2-TZVPD basis.

Calculated values
- Molar mass: 87.078 g mol⁻¹
- Spin multiplicity: 1
- SMILES: [H]/N=C/O[C@@H]1CO1
- E_LUMO: 1.1 eV
- DFT total energy: -8773.9300 eV
- Kohn-Sham gap: 11.06 eV
- F_max: 1.93 eV Å⁻¹
- ΔE to the lowest compared entry with this formula, charge and spin: 3.765 eV

Last column: natural (NBO) charge in e.
Element x y z (Å)
H (2.560, 0.572, 0.978)  0.348
N (1.575, 0.806, 1.056)  -0.644
C (1.043, 0.894, -0.074)  0.403
O (-0.291, 1.272, -0.109)  -0.509
C (-1.117, 0.219, -0.296)  0.354
C (-0.968, -1.141, 0.162)  -0.147
O (-0.206, -0.914, -0.987)  -0.543
H (1.465, 0.763, -1.076)  0.173
H (-2.126, 0.634, -0.489)  0.193
H (-0.524, -1.369, 1.120)  0.191
H (-1.827, -1.750, -0.114)  0.181

=====

# 6
A single C3H5NO2 molecule, computed with the ωB97M-V functional and the def2-TZVPD basis.

Calculated values
- Molar mass: 87.078 g mol⁻¹
- Spin multiplicity: 1
- SMILES: O=CCNC=O
- E_LUMO: 0.8 eV
- DFT total energy: -8776.5683 eV
- Kohn-Sham gap: 10.88 eV
- F_max: 0.94 eV Å⁻¹
- ΔE to the lowest compared entry with this formula, charge and spin: 1.126 eV

Last column: natural (NBO) charge in e.
Element x y z (Å)
O (1.820, -1.322, -0.390)  -0.522
C (1.657, -0.419, 0.397)  0.436
C (0.453, 0.479, 0.364)  -0.344
N (-0.483, 0.074, -0.634)  -0.645
C (-1.820, -0.078, -0.371)  0.541
O (-2.333, -0.229, 0.716)  -0.580
H (2.405, -0.175, 1.174)  0.118
H (-0.042, 0.502, 1.339)  0.254
H (0.806, 1.505, 0.153)  0.217
H (-0.112, -0.426, -1.432)  0.416
H (-2.351, 0.090, -1.316)  0.110